Below is a structure of composition C18H27FN5O3SeSiTi, with properties calculated with ωB97M-V with the def2-TZVPD basis set.

XYZ file:
```
57
Properties=species:S:1:pos:R:3:forces:R:3
Ti -0.6025 0.3375 0.0279 1.892 -2.425 -0.085
N 1.3495 -0.2346 0.7888 0.801 -0.129 0.461
C 1.9992 0.9879 1.3168 0.369 0.839 -0.063
C 1.1886 2.2615 0.9619 1.997 -0.262 0.487
O 1.7269 3.3450 0.8967 -0.420 -0.271 0.064
N -0.1105 1.9826 0.7519 -0.883 0.810 0.126
C -0.9640 3.0761 0.3172 -0.322 0.435 -0.251
C -2.2515 2.4094 -0.1898 -0.828 2.579 0.707
O -3.3320 2.9233 -0.2042 0.455 -0.242 -0.095
O -2.0106 1.1741 -0.5803 -1.415 -0.093 -1.165
H 1.1882 -0.8977 1.5512 0.083 0.117 -0.363
H 1.9685 -0.6872 0.1097 -0.345 0.183 0.243
H 3.0099 1.1197 0.9144 -0.259 -0.063 0.094
H 2.0834 0.9458 2.4065 -0.015 -0.061 -0.125
H -0.4949 3.6250 -0.5204 -0.117 -0.154 0.281
H -1.1604 3.7995 1.1138 -0.082 -0.149 -0.112
C -0.7573 -1.9094 3.9965 -0.623 0.417 -0.430
Si -1.7848 -0.6854 2.9299 0.014 0.382 1.147
C -3.6764 -0.7788 3.1734 0.759 -0.117 -0.280
C -1.2847 1.0836 3.4130 -0.202 -0.624 -0.252
N -1.3192 -0.9486 1.2406 -0.037 0.614 0.475
C -1.8269 -2.0323 0.5761 -0.402 -1.279 -1.085
C -2.5085 -3.1173 1.1609 0.171 0.324 -0.159
C -3.0669 -4.1222 0.3979 -0.056 -0.125 -0.135
C -2.9613 -4.1270 -0.9861 0.037 0.120 0.126
C -2.2241 -3.1294 -1.6045 0.201 0.293 -0.015
C -1.6775 -2.1480 -0.8120 -0.217 -0.593 0.245
F -0.8366 -1.1643 -1.4162 -0.419 -0.604 0.116
H -0.6499 -1.5264 5.0056 -0.008 0.149 0.211
H 0.2447 -2.0746 3.6046 0.121 0.090 -0.143
H -1.2207 -2.8865 4.0819 -0.121 -0.196 -0.020
H -3.9207 -0.7879 4.2315 0.067 0.024 0.227
H -4.1457 -1.6479 2.7233 -0.021 -0.086 -0.038
H -4.1464 0.1014 2.7388 0.038 0.145 -0.072
H -1.7040 1.2977 4.3908 -0.118 -0.056 0.254
H -1.6967 1.8179 2.7247 -0.051 0.059 0.013
H -0.2123 1.2381 3.4861 0.173 0.020 -0.041
H -2.6015 -3.1579 2.2314 -0.040 -0.010 0.168
H -3.6000 -4.9192 0.8952 -0.034 -0.037 0.028
H -3.4411 -4.8927 -1.5732 0.028 -0.084 -0.070
H -2.0815 -3.1066 -2.6739 0.035 0.030 -0.089
C 3.1996 3.5517 -2.9705 -0.180 0.761 0.344
N 3.3246 2.1503 -3.2693 -0.404 -0.848 0.057
C 4.3727 1.5997 -3.9513 0.340 -0.549 -0.296
C 4.1491 0.2680 -4.0466 0.444 0.402 -0.158
N 2.9599 0.0086 -3.4214 -0.043 0.894 0.157
C 2.3303 -1.2804 -3.3495 -0.383 -0.554 0.121
C 2.4562 1.1699 -2.9401 -0.372 -0.377 0.309
Se 0.7938 1.4083 -2.1135 0.112 0.369 -0.737
H 3.7179 4.1281 -3.7346 -0.031 -0.091 0.000
H 3.6360 3.7773 -1.9959 -0.063 -0.042 -0.035
H 2.1485 3.8361 -2.9561 0.084 -0.063 -0.015
H 5.1854 2.1885 -4.3249 0.108 0.119 -0.039
H 4.7319 -0.4998 -4.5124 0.084 -0.130 -0.070
H 2.7508 -1.9192 -4.1233 0.005 0.034 0.034
H 1.2557 -1.1796 -3.5145 0.125 0.048 0.047
H 2.5021 -1.7496 -2.3762 -0.030 0.060 -0.102
```
Positions in Å, forces in eV/Å.

Results
- E_HOMO: -11.126 eV
- Energy above the lowest of the compared OMol25 structures with the same formula, charge and spin: 1.4464 eV
- Orbital gap: 7.75 eV
- Net charge: +1
- Max |F|: 0.05983 hartree/bohr